1.
{
  "formula": "C19H19BrN2O2",
  "method": "wB97M-V/def2-TZVPD",
  "relative_energy_kcal_mol": 77.04,
  "e_homo_ev": -7.9,
  "smiles": "Cc1ccc(NC(=O)c2[nH]c3ccccc3c2OCCBr)cc1C",
  "lumo_energy_ev": 0.290,
  "e_tot_ev": -97127.1694,
  "species": ["O", "Br", "O", "C", "C", "C", "C", "C", "C", "C", "C", "C", "C", "C", "C", "C", "C", "C", "N", "N", "C", "C", "C", "C", "H", "H", "H", "H", "H", "H", "H", "H", "H", "H", "H", "H", "H", "H", "H", "H", "H", "H", "H"],
  "xyz": [[0.946, -0.791, -2.317], [2.492, 2.773, 0.410], [0.888, 0.235, 1.776], [0.716, -0.521, -1.137], [1.947, -0.293, 1.105], [1.799, -0.542, -0.208], [5.362, -0.926, 2.580], [6.195, -1.022, 1.457], [4.003, -0.717, 2.660], [-1.967, 0.596, -2.520], [5.370, -1.095, 0.293], [-3.315, 0.636, -2.988], [-2.906, -0.402, -0.522], [3.327, -0.670, 1.476], [-1.765, 0.010, -1.250], [4.039, -0.877, 0.324], [-4.441, 0.111, -2.288], [-4.162, -0.396, -0.997], [-0.499, -0.096, -0.643], [3.138, -0.832, -0.637], [-5.728, 0.020, -3.044], [-5.227, -1.095, -0.059], [1.259, 2.670, 1.942], [1.148, 1.316, 2.621], [5.925, -1.038, 3.480], [7.298, -1.344, 1.504], [3.514, -0.559, 3.568], [-1.179, 1.285, -2.897], [5.710, -1.574, -0.639], [-3.593, 1.171, -3.942], [-2.609, -0.913, 0.425], [-0.472, 0.214, 0.271], [3.490, -0.736, -1.582], [-6.509, -0.060, -2.349], [-5.846, 0.897, -3.618], [-5.794, -0.864, -3.698], [-5.691, -0.353, 0.607], [-6.088, -1.543, -0.586], [-4.848, -1.833, 0.607], [0.240, 3.039, 1.555], [1.447, 3.431, 2.754], [0.302, 1.473, 3.290], [2.081, 1.213, 3.218]]
}

2.
{
  "formula": "C19H19ClN4O2S",
  "method": "wB97M-V/def2-TZVPD",
  "relative_energy_kcal_mol": 13.17,
  "e_homo_ev": -8.1,
  "smiles": "CCOC(=O)CSc1nnc(CNc2ccc(Cl)cc2)n1-c1ccccc1",
  "lumo_energy_ev": 0.578,
  "e_tot_ev": -53424.8006,
  "species": ["C", "C", "H", "H", "O", "C", "O", "C", "H", "H", "S", "C", "N", "N", "C", "N", "C", "C", "C", "C", "C", "C", "H", "H", "H", "H", "H", "C", "N", "C", "C", "C", "C", "C", "C", "H", "H", "Cl", "H", "H", "H", "H", "H", "H", "H", "H"],
  "xyz": [[4.261, 3.778, -0.655], [5.445, 2.837, -0.813], [5.410, 2.321, -1.778], [6.395, 3.368, -0.712], [5.423, 1.858, 0.232], [5.023, 0.635, -0.076], [4.828, 0.211, -1.183], [4.913, -0.203, 1.190], [5.818, -0.794, 1.333], [4.735, 0.437, 2.052], [3.559, -1.396, 1.014], [2.358, -0.270, 0.477], [2.519, 1.026, 0.443], [1.385, 1.562, -0.035], [0.542, 0.602, -0.274], [1.109, -0.612, 0.039], [0.553, -1.899, -0.095], [1.265, -2.890, -0.761], [0.708, -4.148, -0.898], [-0.551, -4.416, -0.384], [-1.256, -3.423, 0.275], [-0.708, -2.161, 0.426], [-1.250, -1.385, 0.946], [-2.237, -3.627, 0.677], [-0.981, -5.399, -0.496], [1.258, -4.920, -1.414], [2.239, -2.670, -1.169], [-0.837, 0.774, -0.801], [-1.750, 0.933, 0.316], [-3.122, 0.945, 0.162], [-3.767, 0.395, -0.947], [-5.147, 0.355, -1.013], [-5.904, 0.865, 0.027], [-5.286, 1.419, 1.137], [-3.909, 1.458, 1.199], [-3.426, 1.892, 2.062], [-5.879, 1.821, 1.943], [-7.633, 0.818, -0.061], [-5.633, -0.070, -1.876], [-3.198, -0.004, -1.771], [-1.408, 1.586, 1.008], [-0.845, 1.647, -1.469], [-1.115, -0.119, -1.367], [3.337, 3.207, -0.643], [4.339, 4.325, 0.280], [4.241, 4.483, -1.481]]
}

3.
{
  "formula": "C19H19ClN7O6PPdS2",
  "method": "wB97M-V/def2-TZVPD",
  "relative_energy_kcal_mol": 0.00,
  "e_homo_ev": [-14.7, -14.7],
  "charge": 2,
  "multiplicity": 5,
  "lumo_energy_ev": [-6.427, -9.243],
  "e_tot_ev": -89663.0517,
  "species": ["Pd", "C", "N", "C", "C", "N", "C", "P", "C", "N", "C", "C", "N", "C", "C", "N", "C", "C", "N", "C", "H", "H", "H", "H", "H", "H", "H", "H", "H", "H", "H", "H", "H", "H", "H", "O", "S", "O", "N", "C", "S", "C", "C", "C", "C", "C", "C", "H", "H", "H", "H", "O", "Cl", "O", "O", "O"],
  "xyz": [[0.087, 0.516, 0.032], [2.304, -3.640, 3.008], [1.725, -2.333, 2.711], [1.715, -1.277, 3.581], [1.110, -0.238, 2.939], [0.738, -0.672, 1.703], [1.122, -1.939, 1.572], [0.767, -2.980, 0.113], [-0.956, -2.420, -0.085], [-1.373, -1.156, -0.136], [-2.735, -1.178, -0.203], [-3.145, -2.479, -0.201], [-2.020, -3.248, -0.124], [-1.996, -4.709, -0.102], [1.513, -1.927, -1.176], [1.288, -0.628, -1.356], [2.014, -0.225, -2.436], [2.697, -1.303, -2.918], [2.371, -2.366, -2.125], [2.895, -3.716, -2.312], [1.917, -3.993, 3.961], [3.388, -3.558, 3.059], [2.029, -4.343, 2.228], [2.135, -1.354, 4.569], [0.915, 0.764, 3.279], [-3.338, -0.290, -0.257], [-4.128, -2.913, -0.248], [-3.020, -5.066, -0.146], [-1.538, -5.065, 0.818], [-1.450, -5.089, -0.962], [2.016, 0.794, -2.780], [3.376, -1.402, -3.747], [2.587, -4.092, -3.286], [2.505, -4.368, -1.536], [3.980, -3.695, -2.252], [-1.169, 1.709, 1.549], [-2.238, 2.242, 0.706], [-3.577, 1.932, 1.058], [-1.818, 1.668, -0.817], [-1.673, 2.678, -1.646], [-1.333, 2.403, -3.278], [-1.797, 4.026, -1.066], [-1.682, 5.262, -1.680], [-1.804, 6.393, -0.882], [-2.047, 6.291, 0.484], [-2.183, 5.049, 1.103], [-2.035, 3.941, 0.302], [-1.504, 5.357, -2.743], [-1.715, 7.372, -1.331], [-2.140, 7.192, 1.074], [-2.391, 4.967, 2.160], [1.420, 3.671, 0.830], [1.971, 2.689, -0.008], [0.937, 2.268, -1.038], [3.140, 3.071, -0.672], [2.141, 1.409, 0.709]]
}